The following is a quantum chemistry calculation of a 2-piece molecular cluster, C2H2Cl3NS overall in a non-equilibrium geometry, from the OMol25 dataset.

Computed properties:
Largest force on an atom (eV/Å): 2.58
Energy relative to the best compared isomer or geometry (same formula, charge and spin) (kcal per mole): 73.4
Kohn-Sham gap (spin up / spin down) (eV): 7.196 / 7.811
Molecular weight (g/mol): 178.47
Highest occupied orbital energy (spin up / spin down) (eV): -8.2 / -8.6

Geometry (Å):
C: 0.996 -1.505 -1.381
C: -0.853 1.223 1.309
N: 0.487 -0.373 -1.277
S: -0.400 0.874 -1.366
Cl: -1.409 2.832 1.613
Cl: 0.649 0.856 2.009
Cl: -2.194 0.113 1.775
H: 1.201 -2.124 -0.483
H: 1.524 -1.895 -2.200

Here are the Mulliken charges for atoms 1 to 8, given in e:
1 C -0.278
2 C 0.158
3 N -0.073
4 S 0.057
5 Cl -0.122
6 Cl -0.089
7 Cl -0.130
8 H 0.203